1.
DFT (ωB97M-V/def2-TZVPD) results for the ion C23H33N2O3 with charge +1 in a non-equilibrium geometry.

SMILES = CCOc1cc(C[NH2+]CCc2ccccc2)ccc1OCC(=O)NC(C)(C)C
Total charge = +1
Calculated total energy = -1230.41657 a.u.
Frontier orbital gap = 7.738 eV

XYZ file:
```
61
Properties=species:S:1:pos:R:3:forces:R:3
C -1.61701 4.39703 2.80076 -4.52 1.03 -3.91
C -1.26666 3.86507 1.28796 0.76 6.59 0.05
O -1.61269 2.62546 1.00975 2.30 5.75 19.00
C -1.82637 2.09076 0.05322 -1.19 -6.73 -14.78
C -2.41540 0.82487 0.20893 1.12 -2.24 -8.90
C -2.42611 0.02408 -1.14499 -2.16 0.93 7.04
C -2.80605 -1.43957 -0.98698 0.69 -0.57 2.69
N -1.57542 -2.17754 -1.13468 4.91 0.95 -8.09
C -0.21481 -1.76242 -0.38186 -6.21 -11.63 5.07
C 0.74518 -2.79159 -0.78997 -4.73 -2.33 8.36
C 0.11268 -4.21052 -0.58089 3.11 0.11 2.20
C 0.34799 -4.70652 0.70136 -5.86 -7.74 -3.19
C -0.36980 -6.19530 0.92462 3.45 5.72 0.51
C -1.00423 -6.84356 -0.06670 1.22 3.60 -2.26
C -1.05309 -6.36875 -1.37399 5.81 7.93 4.20
C -0.21270 -5.04144 -1.64441 -4.43 -4.01 3.56
C -2.28524 0.65001 -2.36259 -3.66 -7.15 -0.73
C -1.85485 1.82886 -2.40434 5.36 8.44 3.87
C -1.24426 2.58131 -1.12884 -5.19 -2.37 -5.75
O -0.48994 3.77319 -1.40076 -7.15 -0.72 1.99
C 0.54490 3.35350 -2.03501 8.64 5.93 12.68
C 1.19497 2.30855 -0.86239 -2.22 -4.94 -6.62
O 0.83083 1.04723 -1.19279 2.14 4.43 2.62
N 1.92357 2.73897 0.10196 -0.27 -4.89 2.21
C 2.63446 1.90558 1.22356 2.53 2.16 -7.01
C 1.59982 1.14758 1.76027 0.44 0.85 11.02
C 3.58939 2.85226 1.89649 -14.09 -3.33 7.01
C 3.58366 1.02228 0.54564 3.82 -3.83 -5.39
H -1.29189 5.46947 2.89856 -0.82 -1.06 -0.21
H -2.77366 4.11376 3.18492 3.15 1.19 -1.39
H -1.01650 3.84441 3.33072 3.25 -2.90 3.59
H -0.10962 4.03752 1.08753 -2.33 -0.22 0.50
H -1.87790 4.51166 0.54101 1.30 -0.51 1.07
H -2.39037 0.37950 1.14050 -0.44 -0.88 1.71
H -2.82886 -1.86266 0.15934 -2.20 1.84 -2.27
H -3.47065 -1.81009 -1.80072 -0.18 0.08 1.22
H -1.23206 -1.84478 -2.30612 -0.81 -0.80 3.90
H -1.60365 -3.15999 -1.47069 -0.43 0.00 1.59
H -0.09265 -0.92180 -0.63925 2.09 11.92 -3.35
H -0.63660 -1.80397 0.77196 1.72 -0.04 -2.68
H 1.51135 -2.80064 -0.08902 1.70 0.36 1.16
H 1.13173 -2.86631 -1.61570 3.80 0.72 -9.30
H 0.58655 -4.31077 1.58372 1.45 2.15 2.96
H -0.20027 -6.64514 1.89151 -0.15 -0.03 0.06
H -1.24988 -7.77051 0.10940 -1.98 -4.86 0.93
H -1.26453 -6.84898 -2.17261 -1.98 -3.50 -5.06
H -0.25252 -4.51944 -2.51536 -0.02 0.59 -3.19
H -2.72437 0.10489 -3.26359 0.96 0.76 0.95
H -1.60245 2.27528 -3.30377 0.08 1.10 -1.73
H 0.66909 2.94424 -2.82080 0.10 -5.49 -10.53
H 1.27869 4.29166 -1.94921 -1.11 -1.70 -0.95
H 2.28162 3.58023 0.07714 1.71 5.55 -0.53
H 2.04711 0.62784 2.84312 -0.82 0.78 -2.99
H 0.89129 1.75084 2.35050 -0.19 0.45 -0.59
H 1.05165 0.45060 1.34405 -1.90 -3.33 -3.15
H 2.63237 3.44852 2.49586 2.77 0.18 -1.53
H 3.66369 2.31750 2.76136 2.31 -1.42 2.53
H 4.24230 3.38701 1.55371 7.10 5.38 -4.28
H 4.05216 0.29112 1.25532 -0.48 0.67 -0.45
H 4.55150 1.49162 -0.05875 -2.48 -0.46 1.94
H 3.19450 0.34807 -0.39794 0.24 1.51 2.59
```
Positions in Å, forces in eV/Å.

=====

2.
DFT (ωB97M-V/def2-TZVPD) results for an isolated molecule of C23H33N3O5S in a non-equilibrium geometry.

SMILES = O=C(Cn1c(=O)oc2cc(S(=O)(=O)N3CCCCCC3)ccc21)NC1CCCCCCC1
Calculated total energy = -1834.93742 a.u.
Frontier orbital gap = 9.412 eV

XYZ file:
```
65
Properties=species:S:1:pos:R:3:forces:R:3
O 2.47057 2.15489 -2.48243 -0.08 -0.08 -0.44
C 2.62166 2.26729 -1.28557 -0.18 0.61 0.52
C 1.96761 3.40816 -0.47705 0.27 -0.11 -0.30
N 0.97133 2.87033 0.41425 -0.19 -0.02 0.42
C 1.25571 2.42237 1.68378 0.73 0.29 -0.38
O 2.33833 2.43415 2.20924 -0.02 -0.08 0.25
O 0.12084 1.93387 2.24110 -0.12 -0.14 0.42
C -0.87168 2.02508 1.30706 -0.44 0.16 -0.96
C -2.18795 1.62961 1.39659 0.50 0.10 0.32
C -2.96437 1.83045 0.26563 -0.70 0.00 -0.16
S -4.68271 1.29025 0.29971 0.24 -0.12 -0.01
O -5.35534 1.92003 -0.79769 0.25 -0.10 -0.19
O -5.16105 1.49582 1.63442 0.22 -0.16 0.12
N -4.63745 -0.32903 0.01758 -0.18 1.00 0.24
C -4.62548 -0.80798 -1.33968 0.20 0.23 -0.78
C -3.21380 -0.92007 -1.92285 -0.14 -0.34 0.05
C -2.36338 -2.01431 -1.28267 0.07 0.34 0.02
C -2.24041 -1.89958 0.23772 -0.06 -0.29 -0.07
C -3.50740 -2.34411 0.97106 0.04 0.25 -0.05
C -4.56919 -1.24737 1.12478 -0.05 -0.32 0.56
C -2.46343 2.40429 -0.89176 -0.22 0.05 0.01
C -1.13851 2.80370 -0.98101 0.24 -0.05 0.22
C -0.35050 2.60275 0.13839 -0.65 -0.27 0.20
N 3.32493 1.42915 -0.51420 0.36 -0.24 0.23
C 3.95976 0.23758 -1.04830 0.16 -0.21 -0.38
C 2.93152 -0.82513 -1.49446 -0.09 0.12 -0.07
C 1.60772 -0.89138 -0.72783 0.15 0.07 0.14
C 1.66411 -0.92240 0.79710 -0.08 -0.27 -0.12
C 2.39480 -2.10624 1.42596 0.00 0.15 -0.04
C 3.91029 -2.17407 1.20034 -0.08 0.00 0.16
C 4.64226 -0.82689 1.27084 0.15 -0.17 -0.19
C 5.05042 -0.25631 -0.09103 -0.17 0.18 0.09
H 2.72212 3.91895 0.12686 -0.12 0.00 -0.06
H 1.49610 4.11287 -1.16305 0.09 -0.09 0.06
H -2.61010 1.20910 2.29272 -0.01 -0.07 0.20
H -5.20040 -0.08710 -1.92535 -0.04 -0.28 -0.09
H -5.13418 -1.77505 -1.37747 -0.08 0.04 0.05
H -2.71196 0.04133 -1.80282 0.00 -0.02 -0.10
H -3.29966 -1.12078 -2.99269 0.01 0.08 -0.06
H -1.36465 -1.96469 -1.72255 0.01 -0.08 -0.04
H -2.78192 -2.99289 -1.53030 0.03 -0.09 -0.03
H -1.99007 -0.87273 0.51152 0.13 0.03 0.05
H -1.41623 -2.54101 0.55872 0.05 0.07 0.05
H -3.24938 -2.69106 1.97322 -0.09 -0.07 0.01
H -3.93585 -3.19413 0.43658 0.00 -0.08 0.04
H -5.55075 -1.71954 1.27208 0.10 0.10 0.07
H -4.36904 -0.63415 2.00330 -0.03 -0.25 0.10
H -3.14200 2.54449 -1.71818 -0.01 0.04 -0.14
H -0.73863 3.23882 -1.88193 0.04 0.05 -0.13
H 3.42239 1.61700 0.47381 -0.10 0.16 -0.01
H 4.47857 0.55751 -1.96393 -0.07 -0.07 0.18
H 3.42228 -1.79635 -1.48553 0.04 -0.06 -0.08
H 2.66834 -0.60786 -2.53188 0.08 -0.07 0.00
H 0.99914 -0.02944 -1.01953 -0.06 -0.03 -0.07
H 1.07972 -1.78375 -1.07486 -0.10 0.01 -0.04
H 2.09882 0.00081 1.17202 -0.03 0.07 0.08
H 0.63045 -0.94958 1.15655 0.01 0.09 0.05
H 1.94772 -3.03710 1.06840 -0.08 -0.06 0.07
H 2.21406 -2.05150 2.50276 -0.02 -0.09 0.02
H 4.31500 -2.83651 1.96927 0.03 -0.04 -0.08
H 4.12684 -2.64929 0.24408 0.06 -0.07 0.00
H 4.05359 -0.10380 1.83555 0.00 0.10 0.13
H 5.57099 -0.96715 1.82898 -0.05 0.08 0.04
H 5.62634 -1.01799 -0.62191 0.02 0.01 -0.03
H 5.72318 0.58767 0.08653 0.08 -0.01 -0.08
```
Positions in Å, forces in eV/Å.

=====

3.
DFT (ωB97M-V/def2-TZVPD) results for a structure of composition C23H33N4O3PPt.

Calculated total energy = -1801.71486 a.u.
Frontier orbital gap = 7.601 eV

XYZ file:
```
65
Properties=species:S:1:pos:R:3:forces:R:3
Pt -0.03045 -1.31091 -0.23691 0.12 0.07 -0.04
O -0.48116 3.04875 -0.55536 0.02 0.01 0.11
C -0.41269 1.82904 -0.74606 0.07 -0.07 -0.09
O -1.30863 0.96985 -0.81475 0.02 -0.05 -0.03
C 1.05977 1.32197 -0.94548 -0.11 0.04 0.01
C 2.02759 2.30220 -1.27091 0.00 0.01 -0.01
C 3.31770 1.94378 -1.48192 -0.02 -0.04 0.01
C 3.69091 0.58268 -1.36011 -0.01 0.05 0.00
C 5.01790 0.14277 -1.56527 0.01 -0.03 0.00
C 5.34209 -1.17748 -1.43579 -0.02 0.02 0.00
C 4.34209 -2.10942 -1.09370 0.00 0.00 0.00
C 3.05068 -1.71036 -0.88701 0.02 -0.06 -0.01
C 2.69513 -0.35190 -1.01814 0.03 0.00 -0.01
N 1.39031 0.05136 -0.82116 -0.15 -0.13 -0.01
H 1.66722 3.31791 -1.33016 0.03 0.01 0.00
H 4.07244 2.67786 -1.73903 0.00 0.00 -0.01
H 5.76940 0.87800 -1.82648 0.00 -0.01 0.00
H 6.35918 -1.51039 -1.59489 0.00 0.00 0.00
H 4.59702 -3.15669 -0.99464 0.01 0.00 0.00
H 2.27583 -2.42025 -0.62492 -0.02 0.02 0.00
O 0.35030 -0.76961 1.86833 -0.05 0.00 -0.06
P -0.77236 -1.02832 2.83000 -0.03 -0.01 0.10
N -1.76155 -2.16329 2.13189 -0.01 0.09 -0.01
C -1.48701 -2.86461 0.88674 0.00 -0.07 -0.09
C -2.77663 -3.66768 0.62339 0.00 -0.03 0.01
C -3.33028 -3.89886 2.02665 0.00 0.01 0.00
C -3.03830 -2.57336 2.72234 0.03 -0.04 -0.02
N -1.52867 0.34797 3.25098 0.01 -0.04 -0.09
C -2.46909 0.51337 4.36942 -0.01 -0.02 -0.01
C -3.50358 1.49028 3.81940 0.00 0.01 0.00
C -2.65670 2.39889 2.92983 0.00 -0.01 0.00
C -1.70512 1.42765 2.23978 0.06 0.06 0.06
N -0.38016 -1.70421 4.27964 0.01 0.02 -0.03
C 0.35319 -0.91906 5.29718 0.02 -0.04 -0.02
C 1.45701 -1.86246 5.76764 -0.02 0.01 0.02
C 0.80479 -3.23575 5.62578 0.01 0.00 -0.01
C 0.05859 -3.11458 4.30135 0.01 0.04 0.02
H -0.62249 -3.52497 0.94898 0.01 0.02 0.02
H -1.52012 -2.20934 -0.07881 0.02 0.15 0.11
H -2.57531 -4.58253 0.06986 0.00 0.00 0.00
H -3.47784 -3.06457 0.04405 0.00 -0.01 0.00
H -2.78355 -4.70559 2.52007 0.00 0.00 0.01
H -4.38962 -4.15004 2.02893 0.00 0.00 0.00
H -2.94286 -2.67999 3.80516 0.01 0.01 0.00
H -3.82266 -1.83648 2.51847 -0.01 0.00 0.00
H -1.95672 0.94716 5.23446 0.00 0.00 0.00
H -2.89536 -0.44062 4.68061 0.00 0.00 0.00
H -4.03337 2.02148 4.60957 0.00 0.00 0.00
H -4.23885 0.95228 3.21528 0.00 0.00 0.00
H -2.09569 3.10161 3.55055 0.00 0.01 -0.01
H -3.23434 2.97237 2.20809 0.00 -0.01 0.00
H -0.74657 1.88115 1.99387 -0.02 0.00 0.01
H -2.12310 1.04053 1.31026 -0.03 -0.02 0.01
H -0.31825 -0.66128 6.12042 0.00 -0.01 0.01
H 0.74167 0.00696 4.87380 -0.01 0.00 -0.01
H 1.78782 -1.64171 6.78153 0.00 0.00 0.00
H 2.31872 -1.78746 5.10126 0.00 0.00 -0.01
H 0.09486 -3.39945 6.43978 0.00 0.00 0.00
H 1.51702 -4.05941 5.62421 0.00 0.00 0.00
H -0.79753 -3.78708 4.23150 0.00 -0.01 0.01
H 0.73178 -3.32836 3.46371 0.00 0.00 0.00
C -0.33707 -1.86013 -2.16353 0.05 0.05 0.04
H -1.34720 -1.56676 -2.45836 0.00 -0.01 -0.02
H -0.21735 -2.94065 -2.28827 -0.02 -0.01 -0.01
H 0.36112 -1.36052 -2.83735 0.02 0.00 0.02
```
Positions in Å, forces in eV/Å.

=====

Table of energy relative to the best compared isomer or geometry (same formula, charge and spin) (eV), in record order: 21.949; 0.000; 1.121